Entry from the OMol25 dataset: a structure of composition C27H22BrNO3Pt (ωB97M-V/def2-TZVPD).

Last column: Mulliken charge in e.
Cartesian coordinates (Å):
Pt (1.29, -0.06, 0.24)  1.7294
N (0.93, -0.67, 2.16)  -0.3403
C (-0.48, -0.93, 2.43)  1.1246
C (-1.12, -0.28, 3.47)  -1.0740
C (-2.47, -0.53, 3.68)  -0.7111
C (-3.15, -1.40, 2.83)  -0.9007
C (-2.48, -2.03, 1.79)  -0.9698
C (-1.13, -1.81, 1.57)  0.8155
C (-0.39, -2.49, 0.48)  1.0704
C (-0.77, -3.79, 0.10)  -0.7428
C (-0.13, -4.47, -0.92)  -1.0385
C (0.92, -3.88, -1.59)  -0.6434
C (1.35, -2.61, -1.25)  -1.3171
C (0.69, -1.95, -0.23)  0.3442
H (1.30, -0.01, 2.84)  0.4482
H (1.46, -1.54, 2.28)  0.3811
H (-0.57, 0.38, 4.13)  0.4133
H (-2.99, -0.04, 4.49)  0.4430
H (-4.20, -1.58, 2.99)  0.4581
H (-3.04, -2.69, 1.13)  0.5328
H (-1.57, -4.27, 0.65)  0.5378
H (-0.45, -5.47, -1.17)  0.4147
H (1.43, -4.41, -2.39)  0.4774
H (2.17, -2.16, -1.79)  0.4803
C (-2.03, 2.43, -0.65)  -1.4404
C (-0.71, 1.87, -0.27)  0.7807
O (-0.63, 0.67, 0.08)  -0.6417
C (0.53, 2.65, -0.29)  0.5500
C (0.89, 3.40, -1.41)  -0.5998
C (2.17, 3.95, -1.48)  -0.7291
C (3.07, 3.78, -0.43)  -0.6866
C (2.69, 3.08, 0.71)  -0.6920
C (1.43, 2.51, 0.79)  -0.4372
H (-2.82, 1.70, -0.49)  0.3414
H (-1.99, 2.70, -1.71)  0.3985
H (-2.22, 3.35, -0.09)  0.4069
H (0.21, 3.51, -2.24)  0.4100
H (2.46, 4.51, -2.35)  0.4705
H (4.05, 4.22, -0.50)  0.4954
H (3.37, 3.02, 1.55)  0.4941
H (1.07, 2.12, 1.74)  0.8314
Br (6.16, -0.71, 0.32)  -0.1069
C (5.78, -0.27, -1.46)  0.1847
C (6.85, -0.20, -2.33)  -0.6009
C (6.65, 0.15, -3.66)  -0.4674
C (5.38, 0.43, -4.14)  -0.8569
C (4.31, 0.37, -3.29)  -0.4232
C (4.49, 0.01, -1.94)  -0.0439
C (3.29, -0.05, -1.14)  1.7157
O (3.21, -0.54, 0.06)  -0.4388
O (2.14, 0.37, -1.56)  -0.6885
H (7.85, -0.41, -1.97)  0.4637
H (7.50, 0.19, -4.33)  0.4327
H (5.23, 0.69, -5.18)  0.4365
H (3.31, 0.57, -3.64)  0.5080

Results
**HOMO**: -0.5302 Ha
**Maximum force**: 0.002 hartree/bohr
**Orbital gap**: 7.3 eV
**Energy relative to the best compared isomer or geometry (same formula, charge and spin)**: 0.0000 eV
**Net charge**: +2

---

Entry from the OMol25 dataset: a structure of composition C27H22Co2NO7 at a distorted geometry (ωB97M-V/def2-TZVPD).

Last column: Mulliken charge in e.
Cartesian coordinates (Å):
C (-4.97, -0.23, 1.94)  -0.5544
C (-4.49, 1.02, 2.32)  -0.5521
C (-3.12, 1.27, 2.36)  -0.3177
C (-2.21, 0.23, 2.07)  0.7866
C (-0.79, 0.39, 2.36)  -0.1269
C (0.20, -0.39, 1.80)  -0.9046
N (1.53, -0.06, 1.85)  0.5704
C (2.44, -1.18, 1.55)  -0.4759
C (3.87, -0.76, 1.82)  -0.7128
O (4.18, 0.46, 1.15)  -0.3758
C (3.38, 1.55, 1.61)  -0.7054
C (1.89, 1.30, 1.44)  -0.4230
C (-2.70, -1.00, 1.57)  -0.2984
C (-4.08, -1.24, 1.56)  -0.5841
H (-6.04, -0.43, 1.94)  0.3598
H (-5.18, 1.82, 2.60)  0.3702
H (-2.73, 2.25, 2.62)  0.4026
H (-0.49, 1.34, 2.83)  0.1906
H (-0.02, -1.39, 1.42)  0.3356
H (2.16, -2.02, 2.19)  0.3077
H (2.34, -1.48, 0.49)  0.3483
H (4.02, -0.68, 2.91)  0.3018
H (4.57, -1.50, 1.38)  0.3468
H (3.59, 1.77, 2.68)  0.2971
H (3.69, 2.39, 0.98)  0.3371
H (1.63, 1.47, 0.38)  0.2902
H (1.32, 2.02, 2.04)  0.2571
H (-2.00, -1.77, 1.24)  0.1812
H (-4.44, -2.22, 1.24)  0.3765
O (2.07, 0.90, 6.11)  -0.3922
C (1.02, 1.18, 6.50)  -0.2716
Co (-0.70, 1.48, 6.88)  -0.0612
C (-1.12, 0.17, 7.99)  0.0984
O (-1.28, -0.71, 8.71)  -0.4141
C (-0.52, 2.70, 8.21)  0.2820
O (-0.13, 3.33, 9.10)  -0.3985
C (-1.88, 1.86, 5.53)  -0.5374
C (-1.24, 0.67, 5.36)  0.3355
C (-0.94, -0.46, 4.66)  -0.1146
C (-1.69, -1.67, 4.94)  0.6772
C (-1.26, -2.91, 4.41)  -0.2045
C (-1.80, -4.11, 4.87)  -0.7490
C (-2.81, -4.09, 5.84)  -0.4430
C (-3.34, -2.88, 6.28)  -0.8338
C (-2.82, -1.68, 5.80)  -0.2087
Co (-3.08, 2.21, 7.06)  -0.0970
C (-3.00, 3.63, 8.07)  0.2049
O (-3.06, 4.57, 8.74)  -0.4199
C (-3.73, 1.03, 8.18)  0.1465
O (-4.25, 0.33, 8.94)  -0.4154
C (-4.48, 2.54, 6.09)  0.1526
O (-5.42, 2.75, 5.43)  -0.4220
H (-1.96, 2.62, 4.74)  0.8992
H (0.09, -0.60, 4.31)  0.4903
H (-0.46, -2.90, 3.66)  0.3301
H (-1.41, -5.06, 4.49)  0.3840
H (-3.20, -5.03, 6.24)  0.3441
H (-4.15, -2.85, 7.01)  0.4288
H (-3.27, -0.72, 6.10)  0.1808

Results
**HOMO**: -0.1202 Ha
**Maximum force**: 0.097 hartree/bohr
**Orbital gap**: 5.8 eV
**Energy relative to the best compared isomer or geometry (same formula, charge and spin)**: 1.5050 eV
**Net charge**: -1

---

Entry from the OMol25 dataset: a structure of composition C27H22HgN6O3S (ωB97M-V/def2-TZVPD).

Last column: Mulliken charge in e.
Cartesian coordinates (Å):
Hg (-0.33, 0.74, -3.65)  0.2062
C (-0.77, -0.90, 3.70)  -0.8178
O (0.55, -0.60, 4.14)  -0.5508
C (1.25, 0.47, 3.66)  -0.1051
C (2.15, 1.01, 4.57)  -0.4193
C (3.01, 2.04, 4.23)  -0.4747
C (2.95, 2.57, 2.95)  -0.8149
C (2.03, 2.06, 2.04)  0.0556
C (1.18, 1.00, 2.35)  0.3679
N (0.32, 0.47, 1.38)  0.4544
C (0.53, 0.35, 0.00)  -0.5184
N (1.84, 0.22, -0.34)  0.5546
C (2.53, -0.09, -1.56)  0.8807
C (1.93, -0.34, -2.79)  -1.2088
C (2.83, -0.67, -3.82)  -0.4246
C (4.21, -0.73, -3.67)  -0.6409
C (4.77, -0.45, -2.43)  -0.2732
C (3.92, -0.14, -1.38)  0.1797
O (4.49, 0.14, -0.13)  -0.6264
C (4.47, -0.95, 0.78)  -0.7920
N (-0.45, 0.30, -0.81)  0.8322
C (-1.75, 0.31, -0.28)  -0.5326
C (-2.58, 1.42, -0.42)  -0.2516
C (-3.89, 1.39, 0.03)  -0.7396
C (-4.39, 0.25, 0.66)  -0.7036
C (-3.57, -0.86, 0.81)  -0.6178
C (-2.27, -0.83, 0.33)  0.9168
O (-1.48, -1.94, 0.50)  -0.5236
C (-1.02, -2.54, -0.73)  -0.7241
H (-1.19, -1.57, 4.45)  0.3058
H (-0.79, -1.41, 2.74)  0.3234
H (-1.39, 0.00, 3.66)  0.3218
H (2.18, 0.57, 5.56)  0.3992
H (3.71, 2.42, 4.95)  0.3577
H (3.60, 3.38, 2.65)  0.4013
H (1.95, 2.50, 1.05)  0.3939
H (-0.63, 0.25, 1.64)  0.0577
H (2.48, 0.45, 0.40)  0.0232
H (2.42, -0.90, -4.80)  0.2929
H (4.85, -0.99, -4.51)  0.3347
H (5.84, -0.46, -2.25)  0.3840
H (5.48, -1.33, 0.93)  0.3002
H (3.83, -1.76, 0.42)  0.3104
H (4.08, -0.60, 1.75)  0.1690
H (-2.18, 2.30, -0.92)  0.2765
H (-4.54, 2.24, -0.14)  0.4073
H (-5.42, 0.22, 1.00)  0.3637
H (-3.94, -1.77, 1.28)  0.4600
H (-1.46, -3.54, -0.81)  0.2899
H (0.06, -2.62, -0.71)  0.2427
H (-1.31, -1.95, -1.59)  0.2384
S (0.99, 3.34, -2.10)  -0.0933
C (-0.21, 3.20, -3.10)  -0.2731
N (-3.24, -0.80, -3.14)  -0.3770
C (-4.40, -0.79, -3.11)  0.1601
C (-5.82, -0.81, -3.09)  0.0505
C (-6.54, -1.90, -3.64)  0.1644
N (-7.14, -2.78, -4.08)  -0.5917
C (-6.56, 0.27, -2.53)  0.2238
N (-7.17, 1.15, -2.08)  -0.6060

Results
**HOMO (spin up / spin down)**: -0.0182 / -0.0181 Ha
**Maximum force**: 0.008 hartree/bohr
**Orbital gap (spin up / spin down)**: 4.5 / 4.5 eV
**Energy relative to the best compared isomer or geometry (same formula, charge and spin)**: 0.6034 eV
**Net charge**: -2

---

Entry from the OMol25 dataset: a structure of composition C27H22N9OTl at a distorted geometry (ωB97M-V/def2-TZVPD).

Last column: Mulliken charge in e.
Cartesian coordinates (Å):
Tl (0.45, 0.66, -0.31)  0.8973
C (1.61, 2.10, 5.25)  -0.3989
C (2.05, 2.37, 3.96)  -0.6940
C (1.81, 1.47, 2.94)  -0.3969
C (1.11, 0.28, 3.20)  0.2357
C (0.73, -0.01, 4.52)  0.1822
C (0.97, 0.90, 5.52)  -0.7634
N (0.73, -0.49, 2.12)  0.2457
N (0.13, -1.58, 2.39)  -0.3764
C (-0.53, -2.22, 1.37)  0.0150
C (-1.17, -3.42, 1.71)  -0.4589
C (-1.98, -4.02, 0.77)  -0.4703
C (-2.13, -3.41, -0.47)  -0.9082
C (-1.43, -2.24, -0.72)  -0.0651
N (-0.66, -1.65, 0.16)  0.3542
H (1.78, 2.82, 6.04)  0.3970
H (2.57, 3.28, 3.74)  0.3921
H (2.14, 1.68, 1.93)  0.2921
H (0.24, -0.94, 4.73)  0.4110
H (0.65, 0.67, 6.53)  0.3994
H (-1.00, -3.85, 2.69)  0.5251
H (-2.51, -4.94, 1.00)  0.4265
H (-2.77, -3.84, -1.22)  0.4454
H (-1.50, -1.75, -1.68)  0.2005
N (2.47, -0.60, -1.25)  -0.4951
C (3.62, -0.57, -1.08)  0.2949
C (4.97, -0.53, -0.86)  -0.0759
C (5.75, 0.46, -1.45)  0.1669
N (6.40, 1.28, -1.93)  -0.5003
C (5.56, -1.45, 0.00)  0.1893
N (6.05, -2.21, 0.71)  -0.5028
N (0.15, -0.16, -3.88)  -0.0429
C (-0.07, -0.34, -2.76)  -0.1935
H (0.40, 0.01, -4.83)  0.2809
C (-5.19, 3.03, 2.73)  -1.1051
N (-4.69, 2.64, 1.43)  -0.0530
N (-3.72, 1.65, 1.35)  0.5206
C (-3.04, 1.76, 0.14)  0.4331
O (-2.22, 0.94, -0.26)  -0.5549
C (-3.56, 2.96, -0.46)  -1.3032
C (-4.51, 3.48, 0.37)  0.9224
C (-5.31, 4.72, 0.23)  -1.4526
C (-3.78, 0.48, 2.14)  -0.8360
C (-2.64, 0.04, 2.79)  -0.0288
C (-2.67, -1.14, 3.51)  -0.1933
C (-3.84, -1.88, 3.58)  -0.7309
C (-4.99, -1.42, 2.95)  -0.7453
C (-4.96, -0.24, 2.23)  0.3697
H (-5.31, 2.15, 3.35)  0.4163
H (-6.15, 3.52, 2.60)  0.3849
H (-4.50, 3.72, 3.23)  0.3318
H (-3.24, 3.36, -1.40)  0.4231
H (-4.98, 5.25, -0.66)  0.3545
H (-5.17, 5.37, 1.09)  0.3446
H (-6.37, 4.49, 0.13)  0.3185
H (-1.73, 0.62, 2.72)  0.4659
H (-1.79, -1.48, 4.01)  0.3185
H (-3.86, -2.81, 4.12)  0.4550
H (-5.91, -1.98, 3.01)  0.4112
H (-5.85, 0.12, 1.74)  0.5249

Results
**HOMO**: -0.2498 Ha
**Maximum force**: 0.068 hartree/bohr
**Orbital gap**: 5.1 eV
**Energy relative to the best compared isomer or geometry (same formula, charge and spin)**: 0.9619 eV
**Net charge**: 0